No. 1
Molecular formula: C26H28F3N4O2
Method: DFT, ωB97M-V/def2-TZVPD

Each line ends with the Löwdin charge.
Cartesian coordinates (Å):
N (0.78436, 5.45627, 0.69551)  0.09
C (0.50501, 4.07944, 1.08483)  -0.67
N (-0.86190, 3.79152, 0.75369)  0.11
N (0.63796, 3.91721, 2.54785)  0.10
C (1.52360, 3.16146, 0.41986)  -0.09
O (1.08633, 2.82507, -0.92311)  0.04
C (2.03586, 2.68999, -1.84497)  -0.47
O (2.12375, 3.37576, -2.80351)  0.23
C (2.98615, 1.52891, -1.74934)  -0.06
C (4.05486, 1.51755, -0.85871)  0.05
C (4.92525, 0.44518, -0.84693)  0.01
N (4.71145, -0.57742, -1.69327)  0.12
C (3.68434, -0.60671, -2.55793)  0.00
C (2.80435, 0.45356, -2.61244)  0.06
H (1.68581, 5.75403, 1.04946)  0.07
H (0.06086, 6.02269, 1.12216)  0.08
H (-0.99347, 3.43252, -0.18076)  0.08
H (-1.29153, 3.21541, 1.45897)  0.07
H (1.08009, 3.04993, 2.82104)  0.06
H (1.10222, 4.70695, 2.96467)  0.07
H (2.47125, 3.69721, 0.36464)  0.13
H (1.68094, 2.24538, 0.98303)  0.10
H (4.22312, 2.33840, -0.18481)  0.13
H (5.76764, 0.39404, -0.17956)  0.15
H (5.34501, -1.36680, -1.67714)  0.19
H (3.57635, -1.47629, -3.18435)  0.14
H (1.98607, 0.43949, -3.31278)  0.15
F (1.93241, 0.28212, 2.06784)  0.04
C (1.23756, -0.76611, 1.55836)  -0.27
C (1.54425, -1.20737, 0.28919)  -0.02
C (0.84741, -2.27617, -0.24562)  -0.09
C (-0.15913, -2.88517, 0.49137)  -0.08
C (-0.45498, -2.42359, 1.76899)  -0.05
C (0.24897, -1.35727, 2.31450)  -0.01
H (2.32510, -0.72117, -0.27425)  0.07
H (1.09093, -2.62807, -1.23949)  0.09
H (-0.71085, -3.71648, 0.07278)  0.11
H (-1.23954, -2.89274, 2.34703)  0.12
H (0.03703, -0.99293, 3.30664)  0.10
F (-1.52968, -1.16878, 4.85484)  0.03
C (-2.78542, -0.76546, 4.53253)  -0.28
C (-3.81864, -1.08951, 5.38656)  -0.01
C (-5.10344, -0.67792, 5.06486)  -0.07
C (-5.33674, 0.04020, 3.89996)  -0.09
C (-4.28138, 0.35225, 3.05518)  -0.08
C (-2.99038, -0.04814, 3.37082)  -0.03
H (-3.61574, -1.65454, 6.28643)  0.12
H (-5.92385, -0.91855, 5.72672)  0.11
H (-6.34061, 0.35695, 3.65236)  0.11
H (-4.46163, 0.90998, 2.14608)  0.11
H (-2.15527, 0.19318, 2.72759)  0.10
F (1.21075, -2.65062, -3.86293)  0.01
C (-0.07695, -2.93609, -4.22313)  -0.27
C (-0.34187, -3.30440, -5.52364)  -0.02
C (-1.65428, -3.58720, -5.87535)  -0.07
C (-2.66970, -3.48939, -4.93259)  -0.08
C (-2.37497, -3.11263, -3.62960)  -0.07
C (-1.06449, -2.83862, -3.26705)  -0.02
H (0.46240, -3.36685, -6.24463)  0.12
H (-1.88356, -3.88365, -6.88938)  0.11
H (-3.69040, -3.70731, -5.21492)  0.11
H (-3.16368, -3.03242, -2.89413)  0.11
H (-0.80536, -2.54629, -2.26001)  0.08

Values from the calculation:
**Kohn-Sham gap**: 6.56 eV
**Lowest unoccupied orbital energy**: -0.16758 Eh
**Total charge**: +1
**DFT total energy**: -45617.448 eV

***

No. 2
Molecular formula: C26H28FN3O3
Method: DFT, ωB97M-V/def2-TZVPD

Each line ends with the Löwdin charge.
Cartesian coordinates (Å):
C (3.84222, 5.12612, -0.90405)  -0.09
O (4.64355, 4.05529, -1.34311)  -0.08
C (4.69781, 2.92992, -0.58525)  -0.27
C (4.01916, 2.73382, 0.61298)  -0.02
C (4.15395, 1.53830, 1.29855)  -0.03
C (4.95156, 0.50378, 0.83119)  -0.15
C (5.03454, -0.82677, 1.54166)  -0.13
N (3.98511, -1.76912, 1.18581)  -0.15
C (2.65776, -1.35944, 1.59655)  -0.19
C (1.69960, -2.54264, 1.47745)  -0.11
C (1.65979, -3.04573, 0.03092)  -0.32
O (1.13155, -2.06313, -0.84797)  -0.01
C (-0.20030, -1.83858, -0.91216)  -0.25
C (-0.59282, -0.81401, -1.78086)  0.01
C (-1.92247, -0.50829, -1.94671)  -0.01
C (-2.90891, -1.19909, -1.24221)  -0.15
C (-4.32829, -0.82738, -1.48576)  -0.46
O (-4.69848, -0.30911, -2.52391)  0.06
N (-5.18834, -1.12139, -0.47704)  0.08
C (-6.59373, -0.77853, -0.54803)  -0.12
C (-6.87233, 0.54485, 0.11991)  -0.27
C (-6.45119, 1.73528, -0.46642)  -0.01
C (-6.70576, 2.92322, 0.19584)  -0.06
C (-7.36921, 2.88126, 1.41344)  -0.07
C (-7.74146, 1.64352, 1.91263)  -0.15
N (-7.49771, 0.50404, 1.28804)  0.10
C (-2.51890, -2.22329, -0.38788)  -0.03
C (-1.18351, -2.54305, -0.22028)  -0.01
C (3.08542, -3.34607, -0.43303)  -0.10
C (3.98789, -2.13492, -0.21875)  -0.18
C (5.62362, 0.73308, -0.36573)  -0.23
F (6.43829, -0.22630, -0.86177)  0.06
C (5.51604, 1.91022, -1.07164)  0.08
H (4.17935, 5.50919, 0.06427)  0.10
H (2.78854, 4.83802, -0.83573)  0.10
H (3.95412, 5.90418, -1.65714)  0.09
H (3.38548, 3.50267, 1.02484)  0.10
H (3.62718, 1.41145, 2.23279)  0.12
H (4.97968, -0.66896, 2.62249)  0.13
H (5.98916, -1.30630, 1.30962)  0.12
H (2.27331, -0.52473, 0.98413)  0.13
H (2.69994, -1.03378, 2.63912)  0.12
H (0.70407, -2.23473, 1.80200)  0.11
H (2.04486, -3.35505, 2.11739)  0.13
H (1.05848, -3.96401, -0.03838)  0.14
H (0.17502, -0.28231, -2.32061)  0.12
H (-2.22859, 0.27122, -2.62764)  0.12
H (-4.82739, -1.37788, 0.42694)  0.13
H (-6.84692, -0.71995, -1.61000)  0.13
H (-7.18054, -1.56007, -0.06080)  0.12
H (-5.94155, 1.71338, -1.41708)  0.11
H (-6.39672, 3.86689, -0.23041)  0.11
H (-7.59169, 3.78458, 1.95999)  0.10
H (-8.25962, 1.55238, 2.85873)  0.10
H (-3.25694, -2.81155, 0.13857)  0.11
H (-0.92484, -3.35230, 0.44469)  0.11
H (3.46594, -4.18989, 0.14271)  0.12
H (3.07575, -3.61173, -1.49036)  0.12
H (3.63318, -1.31005, -0.85883)  0.13
H (5.00900, -2.38639, -0.51104)  0.12
H (6.05732, 2.04989, -1.99265)  0.13

Values from the calculation:
**Kohn-Sham gap**: 9.13 eV
**Lowest unoccupied orbital energy**: 0.02379 Eh
**Total charge**: 0
**DFT total energy**: -40747.147 eV